1.
{
  "formula": "C3H5ClN2OS",
  "method": "ωB97M-V/def2-TZVPD",
  "symbols": ["C", "C", "C", "H", "H", "H", "H", "H", "N", "N", "O", "S", "Cl"],
  "coordinates": [[2.441, -0.869, 0.071], [-0.861, 0.827, -0.205], [-1.848, -0.278, 0.051], [1.996, 1.257, -0.072], [2.867, -1.884, -0.049], [-1.185, 1.796, -0.642], [-1.713, -1.014, -0.704], [-1.588, -0.618, 1.015], [3.414, 0.052, 0.238], [0.444, 0.663, -0.090], [2.898, 1.367, 0.050], [0.807, -0.957, -0.140], [-3.639, 0.104, 0.103]],
  "mulliken_charge": [-0.086, -0.088, -0.621, 0.592, 0.277, 0.381, 0.346, 0.397, -0.250, -0.434, -0.374, 0.045, -0.185],
  "orbital_gap_ha": 0.3103,
  "relative_energy_kj_mol": 361.0,
  "homo_ev": -8.7
}

2.
{
  "formula": "C39H93BaCuN6O21",
  "method": "ωB97M-V/def2-TZVPD",
  "symbols": ["Cu", "Ba", "O", "C", "O", "O", "H", "O", "C", "O", "O", "H", "O", "C", "O", "O", "H", "C", "O", "C", "C", "N", "C", "C", "O", "C", "H", "H", "H", "H", "H", "H", "H", "H", "H", "H", "H", "H", "H", "H", "H", "C", "O", "C", "C", "N", "C", "C", "O", "C", "H", "H", "H", "H", "H", "H", "H", "H", "H", "H", "H", "H", "H", "H", "H", "C", "O", "C", "C", "N", "C", "C", "O", "C", "H", "H", "H", "H", "H", "H", "H", "H", "H", "H", "H", "H", "H", "H", "H", "C", "O", "C", "C", "N", "C", "C", "O", "C", "H", "H", "H", "H", "H", "H", "H", "H", "H", "H", "H", "H", "H", "H", "H", "C", "O", "C", "C", "N", "C", "C", "O", "C", "H", "H", "H", "H", "H", "H", "H", "H", "H", "H", "H", "H", "H", "H", "H", "C", "O", "C", "C", "N", "C", "C", "O", "C", "H", "H", "H", "H", "H", "H", "H", "H", "H", "H", "H", "H", "H", "H", "H"],
  "coordinates": [[-0.077, -0.159, -0.497], [3.519, 0.704, -0.083], [0.802, 4.073, -2.264], [1.319, 2.959, -1.898], [0.507, 2.058, -1.584], [2.497, 2.779, -1.830], [-0.081, 3.696, -2.288], [0.250, 0.369, 3.418], [0.269, 0.086, 2.147], [1.339, 0.172, 1.494], [-0.761, -0.418, 1.593], [-0.366, -0.328, 3.655], [2.139, -3.458, -1.402], [2.273, -2.312, -0.825], [1.655, -1.284, -1.283], [3.138, -2.222, 0.091], [1.391, -3.192, -1.941], [-5.458, 4.595, 3.129], [-4.388, 3.829, 2.739], [-4.404, 2.462, 3.158], [-3.046, 1.882, 2.813], [-3.101, 1.031, 1.595], [-2.927, 1.615, 0.291], [-3.290, 0.679, -0.867], [-2.310, -0.349, -0.958], [-2.584, -1.107, -2.099], [-4.963, 5.310, 3.787], [-6.365, 4.079, 3.444], [-5.826, 5.266, 2.353], [-5.265, 1.940, 2.739], [-4.685, 2.473, 4.211], [-2.645, 1.331, 3.664], [-2.296, 2.662, 2.686], [-2.527, 0.203, 1.671], [-1.865, 1.808, 0.135], [-3.280, 2.646, 0.296], [-3.139, 1.263, -1.775], [-4.267, 0.215, -0.724], [-1.882, -1.926, -1.945], [-2.491, -0.576, -3.047], [-3.467, -1.745, -2.091], [3.888, 0.065, -3.508], [4.699, -0.024, -2.390], [5.453, -1.280, -2.331], [6.543, -1.155, -1.229], [5.722, -0.908, -0.059], [6.513, -0.558, 1.072], [5.763, -0.310, 2.401], [4.722, 0.683, 2.365], [4.309, 0.976, 3.672], [3.819, 1.128, -3.736], [2.914, -0.426, -3.508], [4.357, -0.220, -4.450], [6.107, -1.480, -3.180], [4.822, -2.145, -2.129], [7.161, -0.289, -1.465], [7.067, -2.102, -1.107], [5.268, -1.763, 0.228], [7.040, 0.393, 0.988], [7.240, -1.360, 1.199], [6.529, 0.085, 3.068], [5.341, -1.164, 2.931], [4.182, 0.060, 4.248], [3.365, 1.520, 3.651], [5.078, 1.508, 4.232], [5.976, 3.086, -0.976], [4.977, 3.109, -0.079], [4.606, 4.374, 0.426], [3.663, 4.233, 1.661], [2.610, 3.276, 1.418], [1.682, 3.400, 2.568], [0.424, 4.296, 2.298], [0.739, 5.668, 2.460], [-0.401, 6.422, 2.530], [6.943, 3.231, -0.494], [5.905, 4.013, -1.545], [5.994, 2.192, -1.600], [3.951, 4.687, -0.387], [5.342, 5.168, 0.550], [3.311, 5.204, 2.009], [4.143, 3.847, 2.560], [2.101, 3.570, 0.597], [2.140, 3.854, 3.447], [1.302, 2.401, 2.786], [-0.263, 4.053, 3.109], [-0.039, 4.065, 1.338], [-1.009, 6.072, 1.696], [-0.218, 7.488, 2.394], [-1.007, 6.305, 3.429], [-2.058, 6.899, -5.366], [-0.749, 6.872, -5.906], [-0.618, 6.343, -7.205], [-0.284, 4.836, -7.221], [-1.442, 3.950, -7.016], [-1.227, 2.605, -7.411], [-0.237, 1.797, -6.515], [-0.766, 1.431, -5.308], [-0.116, 0.290, -4.765], [-2.545, 5.927, -5.442], [-2.701, 7.547, -5.961], [-2.115, 7.230, -4.329], [0.193, 6.980, -7.558], [-1.414, 6.554, -7.919], [0.401, 4.713, -6.381], [0.054, 4.496, -8.200], [-1.593, 3.826, -6.025], [-0.899, 2.600, -8.451], [-2.231, 2.192, -7.495], [0.786, 2.170, -6.473], [-0.127, 0.906, -7.134], [0.950, 0.454, -4.923], [-0.377, -0.646, -5.259], [-0.242, -0.019, -3.727], [-4.041, -3.719, 0.310], [-4.169, -4.914, -0.424], [-4.857, -5.963, 0.297], [-4.546, -7.306, -0.351], [-5.486, -7.613, -1.380], [-5.120, -8.806, -2.117], [-5.706, -8.977, -3.534], [-5.126, -9.954, -4.345], [-5.973, -10.849, -5.052], [-3.724, -3.816, 1.349], [-5.040, -3.299, 0.428], [-3.368, -2.927, -0.018], [-5.887, -5.673, 0.508], [-4.444, -5.966, 1.306], [-4.708, -7.994, 0.478], [-3.504, -7.461, -0.629], [-6.394, -7.631, -0.938], [-5.450, -9.679, -1.554], [-4.051, -8.699, -2.301], [-5.759, -8.007, -4.028], [-6.741, -9.237, -3.313], [-6.467, -10.222, -5.794], [-6.691, -11.409, -4.453], [-5.338, -11.610, -5.506], [2.452, -4.338, 2.926], [2.215, -3.866, 4.217], [2.267, -2.424, 4.362], [2.092, -2.160, 5.794], [0.677, -1.872, 5.989], [0.716, -1.561, 7.436], [-0.710, -1.209, 7.989], [-0.961, 0.180, 7.613], [-1.877, 0.413, 6.519], [1.670, -3.994, 2.250], [2.391, -5.420, 3.036], [3.465, -4.044, 2.650], [1.526, -1.988, 3.692], [3.216, -2.061, 3.967], [2.768, -1.365, 6.107], [2.318, -3.103, 6.293], [0.016, -2.628, 5.875], [1.394, -0.741, 7.670], [1.072, -2.382, 8.058], [-0.722, -1.280, 9.077], [-1.463, -1.938, 7.689], [-2.214, 1.439, 6.365], [-2.742, -0.056, 6.987], [-1.734, -0.189, 5.622]],
  "mulliken_charge": [2.641, -1.704, -0.511, -0.234, 0.185, -0.566, 0.236, -0.381, 0.296, 0.714, -1.117, 0.107, -0.572, 0.321, -0.232, -0.514, 0.324, -0.895, -0.274, -0.914, 0.604, -0.113, -0.261, -1.231, 0.248, -1.218, 0.279, 0.378, 0.244, 0.385, 0.601, -0.342, -0.078, 0.348, -0.075, 0.684, 0.324, 0.294, 0.404, 0.258, 0.419, -1.035, 0.216, -0.486, -1.112, 0.597, -1.180, -0.693, 0.237, -0.602, 0.309, 0.149, 0.484, 0.474, 0.298, 0.353, 0.454, -0.092, 0.431, 0.387, 0.456, 0.346, 0.307, -0.116, 0.282, -0.918, 0.409, -1.300, -0.948, 1.402, -0.144, -0.916, -0.407, -0.757, 0.309, 0.423, 0.105, 0.475, 0.438, 0.422, 0.486, -0.373, 0.595, -0.939, 0.624, 0.521, 0.326, 0.287, 0.267, -0.684, -0.337, -0.801, -0.271, -0.299, -1.304, -0.317, -0.194, -0.533, 0.250, 0.297, 0.277, 0.359, 0.386, 0.159, 0.441, 0.245, 0.482, 0.374, 0.405, 0.430, 0.366, 0.411, -0.219, -0.550, -0.297, -0.594, -0.669, -0.290, -0.421, -0.569, -0.330, -0.692, 0.346, 0.372, -0.106, 0.357, 0.402, 0.334, 0.421, 0.262, 0.215, 0.297, 0.330, 0.292, 0.307, 0.314, 0.238, -0.569, -0.496, 1.233, -0.850, -0.026, -0.803, -0.633, -0.384, -0.708, 0.210, 0.311, 0.236, -0.183, -0.642, 0.433, 0.391, 0.258, 0.349, 0.413, 0.389, 0.347, 0.258, 0.477, 0.187],
  "orbital_gap_ha": 0.2744,
  "homo_ev": -7.5
}

3.
{
  "formula": "C30H34AuN6OS4",
  "method": "ωB97M-V/def2-TZVPD",
  "symbols": ["Au", "C", "O", "C", "C", "C", "C", "C", "C", "C", "N", "C", "C", "N", "C", "C", "C", "C", "N", "C", "C", "N", "C", "C", "C", "C", "H", "H", "H", "H", "H", "H", "H", "H", "H", "H", "H", "H", "H", "H", "C", "C", "S", "C", "C", "S", "C", "C", "S", "H", "H", "H", "H", "H", "H", "H", "H", "H", "H", "H", "H", "C", "N", "C", "C", "N", "C", "S", "H", "H", "H", "H", "H", "H", "H", "H"],
  "coordinates": [[0.149, -0.716, -2.824], [-0.092, -0.438, 10.902], [0.220, 0.628, 10.002], [0.173, 0.394, 8.689], [-0.169, -0.836, 8.118], [-0.183, -0.959, 6.742], [0.136, 0.119, 5.916], [0.477, 1.347, 6.503], [0.496, 1.484, 7.867], [0.130, 0.013, 4.477], [0.438, 0.991, 3.630], [0.305, 0.455, 2.402], [-0.101, -0.876, 2.459], [-0.201, -1.139, 3.800], [-0.320, -1.665, 1.309], [-0.741, -3.011, 1.287], [-0.910, -3.664, 0.094], [-0.673, -2.983, -1.101], [-0.256, -1.723, -1.097], [-0.075, -1.034, 0.065], [0.344, 0.333, -0.016], [0.522, 0.871, -1.255], [0.863, 2.146, -1.364], [1.061, 2.968, -0.251], [0.902, 2.443, 1.007], [0.527, 1.095, 1.148], [0.016, -0.019, 11.896], [0.607, -1.266, 10.775], [-1.119, -0.776, 10.756], [-0.419, -1.684, 8.736], [-0.452, -1.925, 6.329], [0.726, 2.187, 5.870], [0.756, 2.421, 8.338], [-0.465, -2.006, 4.237], [-0.935, -3.536, 2.213], [-1.243, -4.691, 0.054], [-0.828, -3.460, -2.058], [0.976, 2.542, -2.365], [1.336, 4.003, -0.397], [1.046, 3.043, 1.896], [3.018, 1.518, -4.341], [1.912, 1.240, -5.355], [0.432, 0.220, -4.942], [0.734, -1.347, -5.823], [1.927, -2.115, -5.293], [1.760, -2.463, -3.503], [3.385, -2.072, -2.786], [3.715, -0.602, -2.599], [4.255, 0.215, -4.132], [2.632, 1.828, -3.372], [3.568, 2.374, -4.736], [2.319, 0.754, -6.242], [1.438, 2.173, -5.664], [0.851, -1.121, -6.884], [-0.201, -1.895, -5.702], [2.864, -1.575, -5.427], [1.997, -3.076, -5.803], [4.105, -2.589, -3.424], [3.376, -2.595, -1.828], [4.503, -0.517, -1.850], [2.847, -0.068, -2.214], [-3.127, 1.257, -1.550], [-3.396, 1.297, -2.980], [-4.172, 2.379, -3.619], [-4.334, 1.882, -5.071], [-3.455, 0.702, -5.086], [-3.029, 0.397, -3.867], [-2.222, -1.108, -3.522], [-3.635, 2.098, -1.088], [-2.058, 1.338, -1.354], [-3.508, 0.332, -1.119], [-3.624, 3.319, -3.552], [-5.126, 2.495, -3.109], [-4.001, 2.614, -5.802], [-5.359, 1.595, -5.300], [-3.412, 0.041, -5.846]],
  "mulliken_charge": [0.556, -0.843, -0.438, 0.879, -0.705, -0.733, 0.489, -0.483, -0.707, 0.316, -0.853, 0.994, -0.029, -0.106, -0.165, -0.421, -1.235, 0.053, -0.049, 1.051, -0.139, -0.281, -0.773, -1.152, -0.603, 0.361, 0.248, 0.354, 0.353, 0.442, 0.202, 0.486, 0.454, 0.190, 0.520, 0.488, 0.536, 0.767, 0.474, 0.668, -0.336, -0.821, 0.183, -0.964, -0.525, 0.042, -0.859, 0.513, -0.078, -0.124, 0.512, 0.531, 0.566, 0.621, 0.368, 0.261, 0.553, 0.540, 0.473, 0.519, -0.871, -0.797, 0.158, -0.563, -0.532, -0.129, 0.358, -0.335, 0.399, 0.200, 0.332, 0.325, 0.389, 0.306, 0.336, 0.282],
  "total_charge": 3,
  "orbital_gap_ha": 0.1001,
  "homo_ev": -13.6
}

Respective DFT total energy values: -1160.30161 -5116.07648 -3294.94738 Eh.